# 1
Below is the molecule C5H3NO3 at a distorted geometry, with properties calculated with wB97M-V/def2-TZVPD.

Properties
**HOMO (spin up / spin down)**: -8.901 / -8.867 eV
**M**: 125.08 g/mol
**Net charge**: 0
**E**: -472.5587 a.u.
**LUMO (spin up / spin down)**: -0.03247 / -0.03235 Eh
**Relative energy (zero: lowest compared OMol25 entry of this formula, charge and spin)**: 5.969 eV

The geometry in XYZ format:
```
12
Properties=species:S:1:pos:R:3:forces:R:3
O 2.60489 -1.84523 0.18858 -0.6 -0.8 0.4
O 0.88866 1.68679 -0.28926 0.4 0.1 0.3
O -0.83955 -1.29769 0.04557 -0.8 -1.8 0.4
N 1.41627 -1.62028 0.19616 3.0 5.2 -1.4
C -0.35962 2.21704 -0.21821 -2.0 -0.8 0.3
C 0.27553 -2.08922 0.16671 -2.5 -0.5 0.6
C 0.71693 0.34610 -0.20425 0.3 -1.9 0.2
C -0.57289 0.01443 -0.10710 1.6 1.2 -0.1
C -1.31923 1.25734 -0.10784 0.8 -2.2 0.0
H -0.63029 3.24876 -0.19777 1.0 0.7 -0.2
H -2.37281 1.19083 0.01960 -0.6 1.0 -0.1
H 0.19212 -3.10887 0.50781 -0.7 -0.2 -0.4
```
Positions in Å, forces in eV/Å.

=====

# 2
Below is a cluster of 2 separate species, C5H10I2 in total at a distorted geometry, with properties calculated with wB97M-V/def2-TZVPD.

Properties
**HOMO**: -9.396 eV
**M**: 323.94 g/mol
**Net charge**: 0
**E**: -791.7893 a.u.
**LUMO**: 0.01062 Eh
**Relative energy (zero: lowest compared OMol25 entry of this formula, charge and spin)**: 2.000 eV

The geometry in XYZ format:
```
17
Properties=species:S:1:pos:R:3:forces:R:3
I -3.90395 -0.42491 -0.45808 -0.1 -0.4 0.6
I 2.55497 -1.14340 -0.30092 -1.5 0.9 0.3
C 1.62490 1.48036 1.10302 -1.8 -1.1 0.2
C -1.44535 -2.27474 0.28664 1.5 -1.7 -1.0
C 0.91580 0.36245 0.21245 6.2 5.2 -4.1
C 0.36566 1.16938 -0.98981 2.0 0.0 -0.4
C -2.35809 -1.82580 -0.56151 1.4 1.1 0.2
H 0.91667 2.30215 1.40730 0.4 -0.8 -0.7
H -1.98347 -1.71739 -1.53627 0.0 -0.5 -1.5
H 0.23967 -0.00647 0.74033 -5.7 -4.2 4.3
H -1.50849 -2.37255 1.31860 -0.7 0.4 1.9
H 1.94602 1.05408 2.05151 0.6 0.0 -0.2
H 2.37920 1.86682 0.46795 1.1 0.6 0.0
H 1.31570 1.48965 -1.58380 -2.1 -0.2 0.7
H -0.13869 2.00334 -0.53212 0.4 0.9 0.3
H -0.46779 0.85323 -1.60385 0.4 -1.3 -0.4
H -0.45275 -2.81620 -0.02143 -2.1 1.2 -0.2
```
Positions in Å, forces in eV/Å.

=====

# 3
Below is a cluster of 2 separate species, C10H16 in total at a distorted geometry, with properties calculated with wB97M-V/def2-TZVPD.

Properties
**HOMO**: -9.045 eV
**M**: 136.24 g/mol
**Net charge**: 0
**E**: -390.5434 a.u.
**LUMO**: 0.03753 Eh
**Relative energy (zero: lowest compared OMol25 entry of this formula, charge and spin)**: 2.515 eV

The geometry in XYZ format:
```
26
Properties=species:S:1:pos:R:3:forces:R:3
C 1.70347 -0.89331 0.57681 -0.4 -0.9 0.3
C 1.92962 -1.04185 -0.78425 0.3 1.0 1.5
C -1.81534 -0.31212 -1.20983 -0.4 0.0 -0.6
C 1.86881 1.36000 -0.99144 -0.7 -0.7 2.4
C 1.35149 -2.01706 1.47951 -0.8 -0.6 1.6
C -2.85148 0.04557 -0.10991 4.1 0.5 2.5
C 1.67841 1.45895 0.41422 1.5 3.7 -1.0
C 2.02869 0.14527 -1.50609 1.2 -3.7 -1.5
C 1.63793 0.35461 1.19619 0.2 0.0 -0.9
C -2.49475 1.50967 0.57713 -6.0 -2.1 -4.8
H 1.88272 2.04430 -1.75272 0.2 2.8 -0.8
H -1.52825 1.63688 0.74521 4.1 0.2 1.6
H 2.17410 -1.98491 -1.24872 -0.3 -0.2 0.1
H 0.50648 -1.62382 2.12473 0.8 -0.7 -0.6
H -2.24681 -1.19743 -1.67332 0.4 -0.1 -0.6
H -3.83734 0.09115 -0.51805 -0.7 -0.3 0.1
H -2.67264 -0.80158 0.78582 -1.0 2.1 -2.5
H 1.89567 2.50798 0.82916 -1.1 -1.6 -0.3
H 0.93117 -2.84940 0.90486 0.4 -0.1 0.3
H -2.73808 2.23655 -0.30153 0.1 -0.9 1.8
H -0.84358 -0.58187 -0.85323 0.4 -0.5 1.0
H -3.27985 1.48221 1.31558 0.5 1.1 0.9
H 2.45091 -0.07209 -2.48374 -0.6 0.9 -0.5
H -1.45271 0.41267 -1.99597 -1.4 -0.1 0.7
H 1.57803 0.42980 2.26224 -0.1 0.0 0.4
H 2.14332 -2.34017 2.21734 -0.6 0.2 -1.0
```
Positions in Å, forces in eV/Å.